# 1
The following is a quantum chemistry calculation of a single C15H14ClNO4S molecule at a distorted geometry, from OMol25.

XYZ file:
```
36
Properties=species:S:1:pos:R:3:forces:R:3:nbo_charge:R:1
C -1.719 2.434 1.213 -7.63 -0.32 0.32 -0.229
O -1.330 1.304 0.711 7.56 0.35 -6.40 -0.464
C -1.611 0.213 1.151 -2.38 -6.16 0.41 0.805
O -2.526 0.184 1.909 -1.45 -2.54 2.50 -0.603
C -0.873 -1.104 0.446 1.76 0.96 3.27 -0.171
N 0.458 -0.644 -0.018 3.39 -2.50 6.94 -0.941
S 0.711 -0.494 -1.505 4.47 -1.07 -9.77 2.147
O 2.295 -0.802 -1.926 -6.48 1.60 2.54 -0.877
O -0.228 -1.241 -2.432 1.68 1.48 3.07 -0.928
C 0.202 1.299 -1.792 12.80 -1.94 10.69 -0.224
C -0.517 1.551 -2.714 -10.35 5.69 -9.85 -0.260
C -0.980 2.920 -3.008 12.92 -2.96 12.67 -0.105
C -0.058 4.027 -2.224 -6.08 -4.62 -3.99 -0.175
C 0.791 3.644 -1.257 4.69 -0.29 1.25 -0.306
C 1.170 2.307 -1.115 -4.36 -2.47 -1.20 0.012
Cl 2.370 1.595 -0.111 0.17 1.49 0.06 0.073
C -0.775 -2.347 1.323 4.89 8.13 7.15 0.061
C -1.224 -3.526 1.318 -2.85 1.91 -6.35 -0.245
C -1.237 -4.365 2.325 0.48 -7.04 1.76 -0.241
C -0.424 -4.341 3.363 0.65 5.21 3.41 -0.139
C 0.078 -2.840 3.762 -5.21 -7.23 -11.09 -0.166
C -0.079 -1.928 2.869 -3.08 -3.58 -6.37 -0.186
H -1.552 3.112 0.509 1.23 3.56 -2.33 0.196
H -1.420 2.544 2.161 1.19 1.03 3.52 0.191
H -2.900 2.244 1.187 1.84 1.41 0.78 0.181
H -1.200 -1.551 -0.397 -2.72 -0.27 -3.18 0.259
H 1.463 -0.920 0.644 -4.15 0.97 -2.81 0.493
H -1.027 0.772 -3.221 -0.28 -0.84 -0.58 0.263
H -1.466 3.308 -3.638 -7.32 4.53 -9.13 0.148
H -0.414 4.973 -2.532 0.46 1.28 0.30 0.221
H 1.564 4.353 -0.848 -1.23 -0.35 -0.08 0.234
H -1.726 -3.572 0.352 -0.60 -1.76 0.06 0.219
H -1.603 -5.356 2.044 -0.48 0.11 0.44 0.214
H -0.385 -5.043 4.187 0.06 -0.35 -0.47 0.214
H 0.378 -2.760 4.589 4.78 1.45 11.88 0.160
H 0.327 -1.044 2.920 1.67 5.12 0.56 0.169
```
Positions in Å, forces in eV/Å.

Total charge: 0
Energy above the lowest of the compared OMol25 structures with the same formula, charge and spin in kJ/mol: 1470.7
HOMO-LUMO gap in hartree: 0.3095
E in hartree: -1793.556473
E_LUMO in eV: -0.5
SMILES: COC(=O)[C@@H](NS(=O)(=O)c1ccccc1Cl)c1ccccc1


# 2
The following is a quantum chemistry calculation of a molecular structure, C15H14N2O6SY at a distorted geometry, from OMol25.

XYZ file:
```
39
Properties=species:S:1:pos:R:3:forces:R:3:mulliken_charge:R:1
Y 0.394 -1.044 1.812 2.87 0.33 6.88 1.671
O -3.301 0.476 3.189 0.16 -0.02 0.16 -0.723
C -2.425 -0.265 2.767 -0.30 -0.22 -0.35 0.405
O -1.287 -0.545 3.307 -0.34 0.42 -0.49 -0.653
C -2.706 -0.886 1.333 0.36 0.38 0.50 -0.042
C -2.438 0.238 0.337 0.00 -0.10 -0.42 -0.465
C -2.604 -0.215 -1.132 -0.06 0.11 0.03 -0.973
C -1.290 -0.993 -1.402 -0.18 0.09 -0.20 -0.469
C -0.717 -1.020 -0.009 -1.25 -0.67 -3.10 -0.692
O -0.973 0.369 0.410 -0.12 -1.33 0.23 -0.091
C -1.682 -1.946 0.901 -0.65 0.20 -0.58 -0.435
C -1.405 -3.055 2.103 0.18 -0.46 -0.54 0.318
O -2.410 -3.730 2.251 0.01 0.21 0.14 -0.690
O -0.253 -3.142 2.593 -0.73 0.64 -0.17 -0.617
H -3.721 -1.268 1.262 -0.05 0.11 0.21 0.687
H -2.922 1.178 0.583 0.20 0.07 0.11 0.664
H -2.664 0.646 -1.797 -0.10 0.03 0.05 0.406
H -3.503 -0.818 -1.263 0.01 -0.03 0.03 0.371
H -0.630 -0.417 -2.051 0.04 -0.02 0.04 0.430
H -1.438 -1.978 -1.841 0.01 -0.05 0.11 0.352
H 0.393 -1.237 0.005 -1.18 0.08 -2.73 0.022
H -2.149 -2.593 0.165 0.10 -0.14 0.07 0.926
N 3.436 -1.765 -0.275 0.58 -0.10 -0.08 -0.707
C 3.047 -0.574 -0.559 0.66 0.05 -0.21 0.472
N 2.001 0.109 -0.040 -0.01 0.35 -0.19 -0.261
C 1.924 1.375 -0.607 -0.08 0.30 0.01 -0.626
C 1.024 2.388 -0.268 -0.06 0.10 0.12 -0.012
C 1.064 3.622 -0.906 0.02 -0.03 0.00 -0.885
C 2.003 3.901 -1.891 0.05 -0.11 0.00 -0.408
C 2.933 2.924 -2.228 -0.14 0.11 0.09 -0.496
C 2.883 1.701 -1.584 0.26 -0.05 -0.20 0.763
S 3.968 0.360 -1.808 -0.27 0.11 0.15 -0.387
H 2.733 -2.218 1.006 0.01 -0.01 -0.04 0.351
H 4.391 -1.977 -0.531 -0.13 0.09 -0.56 0.192
H 0.286 2.230 0.502 0.01 -0.05 0.02 0.365
H 0.345 4.380 -0.617 0.01 0.00 0.01 0.365
H 2.022 4.867 -2.378 0.00 0.00 -0.01 0.361
H 3.694 3.113 -2.975 0.00 0.00 0.00 0.359
O 1.978 -2.191 1.634 0.11 -0.39 0.91 -0.848
```
Positions in Å, forces in eV/Å.

Total charge: -1
Energy above the lowest of the compared OMol25 structures with the same formula, charge and spin in kJ/mol: 262.8
HOMO-LUMO gap in hartree: 0.2742
E in hartree: -1577.635123
E_LUMO in eV: 2.6


# 3
The following is a quantum chemistry calculation of a molecular structure, C15H14N2O6SY, from OMol25.

XYZ file:
```
39
Properties=species:S:1:pos:R:3:forces:R:3:mulliken_charge:R:1
Y 0.115 -0.007 -0.676 -0.67 0.10 0.15 1.536
O 1.630 -0.467 3.444 -0.09 0.06 0.06 -0.754
C 1.175 -0.747 2.335 -0.02 -0.10 0.03 0.043
O 0.154 -0.242 1.766 0.24 0.15 -0.49 -0.733
C 2.038 -1.755 1.532 0.03 -0.17 0.07 0.019
C 3.140 -0.948 0.846 0.05 0.04 -0.02 -0.310
C 4.269 -1.860 0.360 -0.02 -0.01 -0.03 -0.963
C 3.646 -2.493 -0.907 0.03 0.07 -0.39 -1.022
C 2.236 -1.902 -0.889 -0.03 0.02 0.71 -0.041
O 2.507 -0.546 -0.396 -0.07 -0.17 0.10 -0.651
C 1.486 -2.560 0.309 0.07 -0.16 -0.02 -0.131
C -0.050 -2.795 0.262 0.14 0.00 0.18 0.172
O -0.459 -3.648 1.036 -0.22 -0.01 -0.09 -0.714
O -0.736 -2.114 -0.587 0.16 0.25 0.01 -0.757
H 2.462 -2.430 2.272 0.02 0.00 0.02 0.607
H 3.453 -0.069 1.403 0.00 0.03 -0.02 0.699
H 4.528 -2.597 1.120 0.01 0.00 0.01 0.362
H 5.166 -1.290 0.119 -0.01 0.02 -0.01 0.338
H 3.628 -3.581 -0.882 -0.01 0.00 0.00 0.435
H 4.175 -2.179 -1.806 0.01 0.02 0.00 0.353
H 1.697 -1.805 -1.832 0.11 -0.14 -0.07 0.613
H 1.864 -3.576 0.413 0.00 -0.02 -0.01 0.819
N 0.181 3.622 -1.234 0.03 -0.18 0.20 -0.383
C -1.066 3.299 -0.838 0.05 -0.13 -0.49 0.650
N -1.425 2.075 -0.616 -0.05 -0.44 0.31 -0.278
C -2.789 1.973 -0.391 -0.03 0.20 0.14 0.098
C -3.478 0.796 -0.118 0.01 -0.08 0.01 -0.289
C -4.838 0.863 0.120 -0.02 0.05 0.00 -0.880
C -5.516 2.082 0.096 -0.03 -0.04 0.01 -0.417
C -4.842 3.262 -0.167 -0.01 0.01 0.01 -0.520
C -3.480 3.191 -0.416 0.02 -0.08 0.00 0.515
S -2.366 4.476 -0.794 0.06 0.13 0.10 -0.329
H 0.745 2.861 -1.604 -0.01 -0.07 -0.18 0.152
H 0.542 4.552 -1.168 -0.05 0.03 -0.10 0.199
H -2.963 -0.158 -0.081 0.02 0.02 0.00 0.458
H -5.379 -0.049 0.334 -0.01 0.00 0.00 0.395
H -6.581 2.109 0.287 0.00 0.00 0.00 0.355
H -5.365 4.209 -0.184 0.00 0.01 0.00 0.367
O 0.497 0.448 -2.471 0.31 0.58 -0.18 -1.008
```
Positions in Å, forces in eV/Å.

Total charge: -1
Energy above the lowest of the compared OMol25 structures with the same formula, charge and spin in kJ/mol: 86.9
HOMO-LUMO gap in hartree: 0.2506
E in hartree: -1577.702137
E_LUMO in eV: 2.2


# 4
The following is a quantum chemistry calculation of a single C15H14N2O7 molecule, from OMol25.

XYZ file:
```
38
Properties=species:S:1:pos:R:3:forces:R:3:nbo_charge:R:1
C -0.404 -3.189 -0.977 0.00 -0.38 0.15 -0.267
O -0.745 -1.805 -1.050 0.09 0.30 -0.33 -0.521
C -1.759 -1.424 -0.279 -0.29 0.10 0.00 0.821
O -2.402 -2.147 0.423 -0.04 0.02 0.02 -0.554
C -1.996 0.088 -0.375 -0.09 0.10 0.17 -0.093
C -3.502 0.312 -0.111 0.13 -0.19 -0.21 0.805
O -4.341 -0.007 -0.899 -0.04 0.01 0.00 -0.555
O -3.740 0.869 1.071 0.27 0.14 0.27 -0.510
C -5.116 1.050 1.399 -0.37 -0.01 -0.05 -0.260
N -1.697 0.642 -1.684 0.10 -0.54 -0.33 -0.288
O -1.402 1.997 -1.453 0.01 0.31 -0.05 -0.352
C -0.695 2.103 -0.220 -0.03 0.00 0.15 -0.009
C 0.825 2.002 -0.425 -0.46 0.10 -0.09 0.669
O 1.524 2.771 -1.017 0.02 0.14 -0.08 -0.527
N 1.248 0.829 0.180 0.50 -0.17 0.00 -0.508
C 2.602 0.388 0.154 0.25 -0.08 0.00 0.204
C 2.883 -0.924 -0.199 -0.02 0.10 -0.01 -0.226
C 4.198 -1.353 -0.221 -0.01 -0.02 -0.02 -0.193
C 5.223 -0.477 0.095 0.06 -0.01 0.00 -0.206
C 4.933 0.833 0.438 0.02 0.01 0.02 -0.201
C 3.622 1.272 0.475 -0.12 -0.06 0.01 -0.220
C 0.246 0.130 0.829 -0.24 0.19 0.19 0.712
O 0.402 -0.881 1.456 -0.02 -0.07 0.10 -0.554
C -1.064 0.868 0.603 -0.11 -0.07 -0.08 -0.355
H -1.293 -3.801 -1.135 0.09 0.04 -0.01 0.207
H 0.330 -3.362 -1.759 -0.03 0.03 0.04 0.199
H 0.011 -3.409 0.008 -0.01 0.02 -0.07 0.207
H -5.619 0.083 1.436 0.03 0.08 0.01 0.202
H -5.601 1.676 0.648 0.03 -0.04 0.08 0.200
H -5.133 1.531 2.374 0.01 -0.03 -0.05 0.197
H -0.881 0.186 -2.100 -0.03 0.18 0.23 0.358
H -0.961 3.069 0.211 0.08 -0.13 0.01 0.230
H 2.080 -1.598 -0.449 -0.09 -0.05 0.00 0.223
H 4.422 -2.374 -0.492 0.02 -0.09 -0.02 0.216
H 6.248 -0.815 0.072 0.09 -0.03 0.00 0.217
H 5.731 1.518 0.683 0.07 0.06 0.02 0.219
H 3.390 2.291 0.742 -0.02 0.08 0.01 0.230
H -1.564 1.059 1.550 0.15 -0.03 -0.07 0.284
```
Positions in Å, forces in eV/Å.

Total charge: 0
HOMO-LUMO gap in hartree: 0.3725
E in hartree: -1216.189220
E_LUMO in eV: 0.6
SMILES: COC(=O)C1(C(=O)OC)NO[C@@H]2C(=O)N(c3ccccc3)C(=O)[C@@H]21


Ordered E_HOMO results: -8.91 -4.87 -4.62 -9.56; unit eV.